Run P
Entry from the Open Molecules 2025 dataset: an isolated molecule of C5H7NO3 (the ωB97M-V functional and the def2-TZVPD basis).

Values from the calculation:
E_HOMO   -10.18 eV
LUMO level   -0.02688 Ha
Gap between HOMO and LUMO   9.4461 eV
2S+1   1

CARTESIAN COORDINATES (ANGSTROEM)
1 C 1.451 1.294 -1.065
2 C 1.201 0.322 -0.199
3 C -0.064 0.304 0.646
4 O -0.333 1.306 1.223
5 C -1.128 -0.802 0.598
6 C -2.301 -0.337 -0.255
7 N 2.315 -0.438 0.346
8 O 2.308 -0.839 1.495
9 O 3.282 -0.537 -0.374
10 H 2.424 1.217 -1.407
11 H 0.878 2.072 -1.389
12 H -0.763 -1.812 0.331
13 H -1.554 -0.906 1.672
14 H -2.777 0.622 0.031
15 H -2.952 -1.207 -0.431
16 H -1.986 -0.260 -1.224

Here are the Mulliken charges for atoms 1 to 2, given in e: C -0.91; C 0.31



Run Q
Entry from the Open Molecules 2025 dataset: an isolated molecule of C5H7NO3 (the ωB97M-V functional and the def2-TZVPD basis).

Values from the calculation:
E_HOMO   -10.01 eV
LUMO level   0.00145 Ha
Gap between HOMO and LUMO   10.0446 eV
2S+1   1

CARTESIAN COORDINATES (ANGSTROEM)
1 C 0.620 -1.154 -0.858
2 C 0.185 -0.357 0.101
3 C 1.033 0.691 0.759
4 C -1.263 -0.490 0.473
5 O -1.926 0.383 1.354
6 C -2.340 0.409 0.053
7 N -3.696 -0.066 -0.228
8 O -4.229 0.353 -1.235
9 O -4.206 -0.769 0.596
10 H 1.575 -1.035 -1.172
11 H -0.011 -1.939 -1.308
12 H 0.285 1.580 1.131
13 H 1.367 0.367 1.780
14 H 1.977 1.060 0.160
15 H -1.719 -1.550 0.669
16 H -2.098 1.127 -0.681

Here are the Mulliken charges for atoms 1 to 2, given in e: C -1.15; C 0.56



Run R
Entry from the Open Molecules 2025 dataset: an isolated molecule of C5H7NO3 (the ωB97M-V functional and the def2-TZVPD basis).

Values from the calculation:
E_HOMO   -9.60 eV
LUMO level   0.01805 Ha
Gap between HOMO and LUMO   10.0885 eV
2S+1   1

CARTESIAN COORDINATES (ANGSTROEM)
1 O 3.118 -0.653 0.414
2 N 2.426 0.645 0.081
3 C 1.255 0.214 -0.144
4 C 0.207 1.180 -0.714
5 C -0.928 0.422 0.019
6 O -0.602 0.623 1.381
7 C -2.027 -0.793 0.047
8 C -0.487 -0.930 -0.252
9 O 0.818 -1.121 0.160
10 H 2.379 -1.229 0.590
11 H 0.073 2.320 -0.459
12 H 0.134 0.927 -1.730
13 H -1.097 1.316 1.552
14 H -2.259 -0.831 1.141
15 H -2.564 -1.088 -0.799
16 H -0.446 -1.001 -1.288

Here are the Mulliken charges for atoms 1 to 2, given in e: O -0.43; N -0.41



The structure with the most favorable energy is run P; the runner-up is 78.7 kJ/mol above it.



Run P
Entry from the Open Molecules 2025 dataset: an isolated molecule of C5H7NO3 (the ωB97M-V functional and the def2-TZVPD basis).

Values from the calculation:
E_HOMO   -8.52 eV
LUMO level   0.03023 Ha
Gap between HOMO and LUMO   9.3434 eV
2S+1   1

CARTESIAN COORDINATES (ANGSTROEM)
1 C -1.668 0.714 -1.630
2 C -1.152 1.002 -0.274
3 C -0.107 0.425 0.390
4 O 0.071 0.609 1.692
5 C 0.819 -0.452 2.184
6 O 0.599 -1.492 1.253
7 N 0.573 -0.792 0.052
8 C 1.550 -0.914 -0.921
9 O 1.551 -0.170 -1.881
10 H -2.680 1.166 -1.837
11 H -0.970 1.115 -2.403
12 H -1.634 -0.293 -1.827
13 H -1.461 1.787 0.418
14 H 0.339 -0.663 3.230
15 H 1.950 -0.159 2.335
16 H 2.221 -1.882 -0.780

Here are the Mulliken charges for atoms 1 to 2, given in e: C -1.12; C -0.25



Run Q
Entry from the Open Molecules 2025 dataset: a cluster of 2 separate species, C5H7NO3 in total (the ωB97M-V functional and the def2-TZVPD basis).

Values from the calculation:
E_HOMO   -9.86 eV
LUMO level   0.02531 Ha
Gap between HOMO and LUMO   10.5510 eV
2S+1   1

CARTESIAN COORDINATES (ANGSTROEM)
1 C 2.910 -0.518 -1.021
2 N 3.725 -0.396 -0.217
3 O 4.608 -0.309 0.534
4 H 1.991 -0.429 -1.575
5 C -0.515 2.172 0.858
6 C 0.327 1.290 0.430
7 O 0.117 -0.019 0.263
8 C -1.118 -0.446 -0.056
9 C -1.129 -1.976 0.191
10 O -1.991 0.186 -0.517
11 H -0.199 3.258 1.043
12 H -1.540 1.854 1.180
13 H 1.330 1.596 0.342
14 H -2.074 -2.067 0.751
15 H -0.282 -2.208 0.867
16 H -1.106 -2.541 -0.773

Here are the Mulliken charges for atoms 1 to 2, given in e: C -0.20; N 0.50



Run R
Entry from the Open Molecules 2025 dataset: a cluster of 3 separate species, C5H7NO3 in total (the ωB97M-V functional and the def2-TZVPD basis).

Values from the calculation:
E_HOMO   -9.62 eV
LUMO level   -0.00147 Ha
Gap between HOMO and LUMO   9.5790 eV
2S+1   1

CARTESIAN COORDINATES (ANGSTROEM)
1 C 1.293 1.020 1.811
2 C 0.933 1.425 0.192
3 C 0.073 0.323 -0.251
4 C 0.327 -0.524 -1.334
5 C -0.688 -1.488 -1.438
6 H 1.419 2.105 2.420
7 H 0.250 0.041 2.370
8 H 2.732 0.389 2.068
9 H 1.979 1.611 -0.452
10 H 0.082 2.269 0.065
11 H 1.085 -0.372 -2.409
12 H -2.483 -1.999 0.228
13 N -1.866 -0.772 -1.006
14 O -0.873 -2.698 -1.859
15 O -2.986 -1.513 -0.603
16 O -1.279 0.184 0.200

Here are the Mulliken charges for atoms 1 to 2, given in e: C -0.82; C -0.19



The structure with the most favorable energy is run P; the runner-up is 66.4 kJ/mol above it.



Run P
Entry from the Open Molecules 2025 dataset: an isolated molecule of CH5BS (the ωB97M-V functional and the def2-TZVPD basis).

Values from the calculation:
E_HOMO   -10.05 eV
LUMO level   0.02181 Ha
Gap between HOMO and LUMO   10.6430 eV
2S+1   1

CARTESIAN COORDINATES (ANGSTROEM)
1 C 0.276 1.281 0.182
2 B -0.190 -0.460 -0.421
3 S -0.238 -1.675 0.828
4 H 0.626 1.098 1.214
5 H -0.651 1.691 0.114
6 H 0.963 1.532 -0.548
7 H -0.467 -0.807 -1.434
8 H -0.320 -2.661 0.065

Here are the Mulliken charges for atoms 1 to 2, given in e: C -0.89; B 0.29



Run Q
Entry from the Open Molecules 2025 dataset: an isolated molecule of CH5BS (the ωB97M-V functional and the def2-TZVPD basis).

Values from the calculation:
E_HOMO   -9.92 eV
LUMO level   0.02040 Ha
Gap between HOMO and LUMO   10.4785 eV
2S+1   1

CARTESIAN COORDINATES (ANGSTROEM)
1 C 1.305 0.587 -0.110
2 B -0.327 -0.446 0.137
3 S -1.974 0.277 -0.143
4 H 1.448 0.725 0.902
5 H 0.808 1.408 -0.660
6 H 1.910 -0.209 -0.625
7 H -0.516 -1.491 0.630
8 H -2.654 -0.852 -0.131

Here are the Mulliken charges for atoms 1 to 2, given in e: C -0.79; B 0.29



The structure with the most favorable energy is run P; the runner-up is 21.6 kJ/mol above it.



Run P
Entry from the Open Molecules 2025 dataset: an isolated molecule of C3H2N2O (the ωB97M-V functional and the def2-TZVPD basis).

Values from the calculation:
E_HOMO (spin up / spin down)   -9.42 / -9.43 eV
LUMO level (spin up / spin down)   -0.05788 / -0.05787 Ha
Gap between HOMO and LUMO (spin up / spin down)   7.8500 / 7.8508 eV
2S+1   1

CARTESIAN COORDINATES (ANGSTROEM)
1 C 0.195 -0.096 1.687
2 C 0.476 0.767 -1.284
3 C -0.214 -0.663 -0.538
4 N 0.203 0.582 2.602
5 N 0.048 -0.955 0.681
6 O 0.491 1.896 -1.123
7 H -1.263 -0.069 -0.852
8 H 0.064 -1.463 -1.171

Here are the Mulliken charges for atoms 1 to 2, given in e: C 0.44; C 0.25



Run Q
Entry from the Open Molecules 2025 dataset: an isolated molecule of C3H2N2O (the ωB97M-V functional and the def2-TZVPD basis).

Values from the calculation:
E_HOMO   -9.59 eV
LUMO level   -0.00143 Ha
Gap between HOMO and LUMO   9.5470 eV
2S+1   1

CARTESIAN COORDINATES (ANGSTROEM)
1 N -0.253 2.507 -0.940
2 C -0.241 1.512 -0.346
3 C -0.201 0.249 0.319
4 O -1.377 -0.257 0.827
5 C 0.797 -0.570 0.050
6 N 1.583 -1.405 -0.382
7 H -1.201 -0.649 1.684
8 H 0.893 -1.388 -1.212

Here are the Mulliken charges for atoms 1 to 2, given in e: N -0.36; C 0.27



Run R
Entry from the Open Molecules 2025 dataset: a structure of composition C3H2N2O (the ωB97M-V functional and the def2-TZVPD basis).

Values from the calculation:
E_HOMO   -10.81 eV
LUMO level   -0.06359 Ha
Gap between HOMO and LUMO   9.0778 eV
2S+1   1

CARTESIAN COORDINATES (ANGSTROEM)
1 C 2.915 0.505 0.172
2 C 0.925 -1.541 0.161
3 C 0.185 -0.273 0.065
4 N 3.900 0.936 -0.218
5 N 1.428 -0.474 0.717
6 O 0.851 -2.647 -0.233
7 H 0.215 0.040 -0.980
8 H -0.663 0.184 0.781

Here are the Mulliken charges for atoms 1 to 2, given in e: C 0.18; C 0.58



The structure with the most favorable energy is run Q; the runner-up is 59.0 kJ/mol above it.



Run P
Entry from the Open Molecules 2025 dataset: a cluster of 2 separate species, C4H13N2O2 in total (the ωB97M-V functional and the def2-TZVPD basis).

Values from the calculation:
E_HOMO   -13.39 eV
Total charge   +1
LUMO level   -0.12478 Ha
Gap between HOMO and LUMO   9.9905 eV
2S+1   1

CARTESIAN COORDINATES (ANGSTROEM)
1 N 2.466 1.066 1.596
2 C 1.697 0.464 0.464
3 C 0.378 1.256 0.511
4 N -0.394 1.215 -0.562
5 C -0.216 0.264 -1.667
6 C -1.606 2.031 -0.592
7 O 0.182 1.904 1.535
8 H 1.799 1.739 2.053
9 H 3.261 1.596 1.259
10 H 2.736 0.428 2.337
11 H 1.507 -0.574 0.665
12 H 2.227 0.687 -0.440
13 H 0.590 -0.414 -1.450
14 H -1.172 -0.255 -1.784
15 H 0.015 0.797 -2.584
16 H -1.813 2.440 0.385
17 H -1.485 2.822 -1.310
18 H -2.477 1.428 -0.820
19 H -3.360 -6.234 0.156
20 H -1.893 -6.722 0.146
21 O -2.442 -5.936 0.101

Here are the Mulliken charges for atoms 1 to 2, given in e: N -0.23; C -0.89



Run Q
Entry from the Open Molecules 2025 dataset: a cluster of 2 separate species, C4H13N2O2 in total (the ωB97M-V functional and the def2-TZVPD basis).

Values from the calculation:
E_HOMO   -13.84 eV
Total charge   +1
LUMO level   -0.11479 Ha
Gap between HOMO and LUMO   10.7209 eV
2S+1   1

CARTESIAN COORDINATES (ANGSTROEM)
1 O -0.928 2.132 0.659
2 C -0.285 1.177 1.145
3 N 0.049 1.101 2.480
4 C 0.874 0.015 3.169
5 C 0.374 0.309 0.103
6 N -0.596 0.029 -0.960
7 C -0.848 -1.366 -1.014
8 H -0.538 1.587 3.128
9 H 1.372 -0.730 2.387
10 H 1.731 0.523 3.596
11 H 0.231 -0.522 3.715
12 H 1.129 0.978 -0.355
13 H 1.019 -0.620 0.450
14 H -0.258 0.418 -1.855
15 H -1.420 0.584 -0.728
16 H -1.850 -1.658 -1.110
17 H -0.407 -1.774 -0.033
18 H -0.291 -1.816 -1.954
19 H 0.703 -0.702 -3.979
20 H -0.241 0.296 -4.874
21 O 0.178 0.041 -3.969

Here are the Mulliken charges for atoms 1 to 2, given in e: O -0.63; C 0.29



The structure with the most favorable energy is run P; the runner-up is 137.6 kJ/mol above it.